Here is a cluster of 2 separate species, C7H10ClN4O in total from the Open Molecules 2025 dataset. Energies are from wB97M-V/def2-TZVPD.

Structure (XYZ):
```
23
Properties=species:S:1:pos:R:3:forces:R:3:mulliken_charge:R:1
C -1.34252 1.86686 -0.22316 0.61 0.95 0.78 -0.48
C 1.42949 0.95645 1.58183 -2.17 -0.54 -0.21 -0.32
C -2.46634 0.00081 0.27917 -1.37 -1.22 -0.69 0.33
C -0.05748 1.08419 -0.18899 0.80 1.91 0.34 1.24
C -0.25827 0.02039 0.76575 3.21 -3.64 0.88 0.35
C 0.43468 0.93612 -1.62672 0.77 -2.41 0.42 -1.26
C 1.26191 -2.85053 -0.36567 -1.55 -0.31 1.59 -0.58
N -2.45660 1.29756 -0.07373 -1.02 -0.05 -0.11 -0.36
N 0.66099 -0.10240 1.76478 -0.59 -0.03 -0.54 -0.60
N 1.00408 1.72848 0.60406 1.53 2.43 -0.72 -0.17
N -1.43563 -0.57143 0.84898 -3.38 -2.14 0.59 0.02
O 0.07086 -2.12571 -0.43075 -0.30 0.69 0.19 -0.49
Cl -3.88766 -0.92439 0.00195 0.94 0.68 0.32 -0.05
H -1.33652 2.95261 -0.22401 0.14 0.08 -0.44 0.47
H 2.15595 1.29797 2.25404 1.29 0.06 0.71 0.49
H -0.36010 0.58520 -2.29832 0.25 0.56 0.07 0.33
H 1.23683 0.12654 -1.64736 -0.88 1.18 0.04 0.23
H 0.83877 1.92037 -1.76783 0.14 0.31 -1.19 0.48
H 1.78487 -2.84788 -1.30108 1.01 0.71 -0.32 0.24
H 1.06261 -3.96772 -0.22498 -0.06 1.19 0.42 0.24
H 1.74835 -2.46039 0.59751 0.35 -0.68 -1.28 0.27
H 1.52914 2.59222 0.40895 -0.69 -0.64 -0.43 0.25
H -1.61740 -1.51532 1.26557 0.97 0.91 -0.43 0.38
```
Positions in Å, forces in eV/Å.

Relative energy (zero: lowest compared OMol25 entry of this formula, charge and spin)   80.9 kcal/mol
Electronic energy   -1026.765270 Ha
Total charge   +1

***

Here is a structure of composition C27H36FeN2S9 from the Open Molecules 2025 dataset. Energies are from wB97M-V/def2-TZVPD.

Structure (XYZ):
```
75
Properties=species:S:1:pos:R:3:forces:R:3:mulliken_charge:R:1
Fe -0.42696 -0.57134 -0.33268 -0.01 0.04 -0.06 -1.11
C -2.82598 -3.55112 -2.18507 -0.01 -0.07 -0.03 -0.41
C -1.94920 -4.09487 -1.07549 0.03 -0.07 0.03 -1.26
S -0.81717 -2.94525 -0.22871 -0.07 -0.03 0.12 0.52
C 0.83897 -3.52830 -0.65866 0.02 -0.03 0.06 -0.99
C 1.43034 -2.86440 -1.88321 0.01 0.04 0.01 -0.68
S 1.39610 -1.03853 -1.75940 -0.02 -0.04 -0.03 0.22
C 0.89287 -0.63318 -3.47809 0.02 0.01 -0.02 -1.21
C -0.30491 0.30466 -3.64030 0.04 0.00 -0.03 -0.90
S -1.42402 0.39294 -2.21757 -0.08 -0.01 0.01 0.74
C -2.99696 -0.33075 -2.77283 0.06 0.01 -0.03 -0.70
C -2.96622 -1.38436 -3.86773 0.04 0.03 0.05 -0.92
S -1.89943 -2.80580 -3.54545 -0.09 -0.02 -0.03 -0.10
H -3.51971 -2.81235 -1.78812 0.04 0.07 0.04 0.23
H -3.42555 -4.37917 -2.56764 -0.01 0.03 -0.02 0.54
H -1.34928 -4.94245 -1.40857 0.03 0.06 -0.08 0.45
H -2.59925 -4.46941 -0.28310 0.03 -0.03 -0.01 0.51
H 0.81046 -4.61048 -0.78920 0.00 0.00 0.01 0.62
H 1.44225 -3.32378 0.22753 0.00 0.00 -0.01 0.24
H 0.86750 -3.14253 -2.77103 -0.01 0.00 -0.01 0.44
H 2.46898 -3.17013 -2.00904 0.00 -0.01 -0.01 0.47
H 0.69490 -1.58443 -3.96294 -0.01 0.00 0.01 0.60
H 1.76565 -0.18637 -3.95165 0.00 -0.01 -0.01 0.46
H -0.87625 0.01478 -4.52014 0.02 0.00 0.03 0.60
H 0.02930 1.32445 -3.81227 0.01 0.00 0.01 0.27
H -3.63097 0.49616 -3.09248 0.01 0.02 0.00 0.58
H -3.42106 -0.71561 -1.84420 -0.06 0.01 -0.01 0.06
H -2.63154 -0.97421 -4.82027 -0.01 0.02 0.02 0.50
H -3.98853 -1.72729 -4.03651 0.01 -0.05 -0.01 0.54
C 0.89581 3.58751 -2.24096 0.00 0.00 0.01 -1.33
C 1.66962 2.34365 -1.80214 0.00 0.02 -0.02 0.26
C 2.04735 2.39718 -0.35193 -0.01 0.00 0.01 0.21
C 3.29449 2.87554 0.02161 0.00 0.00 -0.01 -0.70
C 3.62603 3.02088 1.35907 0.01 0.00 0.00 -1.28
C 2.68264 2.72438 2.32470 0.00 -0.01 0.02 -0.53
C 1.41397 2.24855 1.99187 0.00 0.01 0.01 1.28
C 0.44433 2.02304 3.13111 0.01 0.00 -0.01 -0.41
C -0.09917 3.33806 3.69443 -0.01 0.00 0.01 -1.50
C 1.11738 2.04356 0.63424 0.02 0.02 -0.01 -1.07
N -0.10677 1.39698 0.26215 0.03 -0.02 0.00 2.09
C -1.21768 1.93588 0.66279 0.03 0.01 0.04 -0.57
C -2.37667 1.12872 0.73282 -0.03 0.01 -0.04 -0.65
C -3.70801 1.34801 1.09778 0.01 0.00 0.01 -1.30
C -4.31472 0.09273 1.10349 0.00 0.00 0.00 -0.91
C -3.32490 -0.83314 0.74805 0.01 -0.02 0.00 -0.93
N -2.15788 -0.21244 0.52368 0.02 -0.02 0.03 1.54
H 0.64464 3.54833 -3.30283 0.00 0.00 0.00 0.45
H 1.48706 4.48770 -2.07178 0.00 0.00 0.00 0.39
H -0.03302 3.68282 -1.67603 0.00 0.00 0.00 0.24
H 2.56767 2.22233 -2.41246 0.00 0.00 0.00 0.72
H 1.04437 1.46925 -1.95672 -0.01 0.00 -0.02 -1.23
H 4.01043 3.13794 -0.74848 0.00 0.00 0.00 0.47
H 4.60711 3.37737 1.64437 0.00 0.00 0.00 0.47
H 2.92349 2.86523 3.37319 0.00 0.00 0.00 0.51
H 0.96943 1.49586 3.93166 0.00 -0.01 0.00 0.22
H -0.38182 1.37758 2.83568 0.00 0.00 0.00 0.17
H 0.71257 3.97705 4.04344 0.00 0.00 0.00 0.37
H -0.76847 3.15042 4.53426 0.00 0.00 0.00 0.44
H -0.65222 3.90141 2.94096 0.00 0.00 0.00 0.33
H -1.23325 2.96507 1.01527 0.00 -0.01 -0.01 0.78
H -4.16019 2.29665 1.33962 0.00 0.00 0.00 0.57
H -5.33719 -0.13562 1.35620 0.00 0.00 0.00 0.50
H -3.41428 -1.90904 0.68071 0.00 0.00 0.01 0.52
C 0.39289 -2.37998 4.76840 -0.01 0.00 -0.01 -0.72
S 1.73990 -1.20180 5.01975 -0.02 0.01 0.04 0.00
C 2.52770 -0.98334 3.50146 0.03 0.00 -0.04 0.13
C 2.01438 -0.94908 2.19148 0.02 0.04 -0.03 0.21
S 0.38986 -1.13068 1.81837 -0.05 0.01 0.07 0.06
S 3.20592 -0.60891 0.96419 0.03 -0.02 0.02 0.16
C 4.58313 -0.37506 1.99412 -0.03 -0.01 0.00 0.08
S 6.06170 0.00865 1.46287 0.01 0.02 -0.01 -0.11
S 4.20949 -0.63740 3.67537 -0.03 -0.01 -0.01 -0.16
H 0.21318 -2.78373 5.76371 0.00 0.00 -0.01 0.45
H 0.70548 -3.18042 4.10375 0.01 0.00 -0.01 0.26
H -0.50010 -1.89457 4.39152 0.00 0.00 0.00 0.21
```
Positions in Å, forces in eV/Å.

Relative energy (zero: lowest compared OMol25 entry of this formula, charge and spin)   0.0 kcal/mol
Electronic energy   -6007.160875 Ha
Multiplicity   2
Total charge   +1
<S²>   0.785

***

Here is a cluster of 8 separate species, H16O8 in total from the Open Molecules 2025 dataset. Energies are from wB97M-V/def2-TZVPD.

Structure (XYZ):
```
24
Properties=species:S:1:pos:R:3:forces:R:3:mulliken_charge:R:1
O -1.03997 -0.38726 1.97667 -0.11 -0.09 0.37 -0.61
H -1.96271 -0.57931 2.18116 0.08 0.12 -0.05 0.29
H -0.50888 -0.65837 2.73498 -0.11 -0.11 -0.07 0.29
O -2.13778 -2.25749 -0.83637 2.42 0.69 1.25 -0.61
H -1.62744 -2.31901 0.01991 -0.56 0.25 -1.50 0.32
H -2.84915 -2.83802 -0.70077 -1.63 -1.28 0.13 0.29
O 1.98607 -1.76901 -1.97638 0.95 -0.64 -0.53 -0.61
H 2.86784 -1.39085 -1.95017 0.45 -0.31 -0.19 0.33
H 1.51514 -1.06389 -1.57460 -1.41 0.87 0.76 0.33
O 0.01179 2.75822 -0.81792 -1.25 -0.26 -0.24 -0.69
H 0.19656 3.21511 -0.00786 0.68 0.47 0.73 0.32
H -0.96444 2.73693 -0.76090 0.41 -0.15 -0.52 0.33
O 3.42696 1.44308 0.17159 1.07 -0.87 0.86 -0.68
H 2.77008 1.94307 -0.26391 -1.13 0.78 -0.80 0.28
H 2.95973 0.77784 0.72865 0.55 0.43 -0.42 0.40
O 2.03970 -0.30180 1.63006 0.01 0.70 2.20 -0.75
H 1.72139 0.38691 2.26140 0.62 -0.79 -0.41 0.34
H 1.44360 -0.16449 0.89986 -0.65 -0.27 -1.33 0.45
O 0.24798 -0.04417 -0.35563 -0.36 -0.22 0.82 -0.78
H -0.24593 -0.12083 0.50839 0.00 0.10 -1.28 0.35
H 0.09579 0.85371 -0.68113 0.05 0.18 0.06 0.39
O -3.19145 0.22248 -0.83169 -1.06 -0.25 -0.78 -0.65
H -2.64622 -0.54125 -1.14922 -0.74 0.53 0.39 0.38
H -4.10868 0.09840 -1.20612 1.71 0.11 0.55 0.28
```
Positions in Å, forces in eV/Å.

Relative energy (zero: lowest compared OMol25 entry of this formula, charge and spin)   51.6 kcal/mol
Electronic energy   -611.500394 Ha
Total charge   0

***

Q: Among the records above, which one has the highest relative energy (zero: lowest compared OMol25 entry of this formula, charge and spin)?
A: C7H10ClN4O